No. 1
{"formula": "C3H6N4", "method": "ωB97M-V/def2-TZVPD", "e_tot_ev": -9166.654, "smiles": "NCc1cnn[nH]1", "elements": ["N", "C", "C", "C", "N", "N", "N", "H", "H", "H", "H", "H", "H"], "positions_angstrom": [[-0.4771, -1.9002, 0.0258], [0.4489, -0.8815, -0.4095], [0.0450, 0.4644, -0.0029], [-1.0763, 0.8903, 0.7798], [-1.0851, 2.2981, 0.6409], [-0.0535, 2.7006, -0.0920], [0.6976, 1.6462, -0.2887], [-0.2034, -2.7111, -0.5150], [-0.1723, -2.1501, 0.9958], [0.4842, -1.0002, -1.5008], [1.5323, -1.1820, -0.0246], [-1.7139, 0.0916, 1.1737], [1.5736, 1.7340, -0.7826]], "forces_ev_per_a": [[0.41, -0.72, 1.67], [2.82, -1.22, -0.08], [-1.10, 2.18, 2.37], [3.09, 0.36, -3.20], [-0.20, -0.95, -0.32], [-1.36, -0.25, 2.75], [-0.26, -2.36, -1.54], [-0.41, -0.31, 0.03], [-0.80, 0.17, -0.95], [0.17, 0.57, 0.10], [-1.70, 1.04, -0.82], [-0.43, 1.36, 0.17], [-0.22, 0.12, -0.18]], "lowdin_charge": [-0.02, -0.29, -0.26, -0.06, -0.02, -0.04, 0.00, 0.07, 0.10, 0.12, 0.15, 0.09, 0.15]}



No. 2
{"formula": "C3H6N4", "method": "ωB97M-V/def2-TZVPD", "e_tot_ev": -9162.505, "smiles": "[H]/N=N\\N=C.C1=NC1", "elements": ["H", "N", "N", "N", "C", "H", "H", "C", "N", "C", "H", "H", "H"], "positions_angstrom": [[2.2224, 1.4006, -0.5159], [1.6873, 0.8791, -1.1057], [1.2484, -0.1349, -0.5391], [1.7191, -0.7320, 0.5136], [1.2199, -0.7862, 1.7046], [1.8037, -1.3965, 2.2953], [0.3458, -0.3274, 2.1672], [-1.6052, 1.0001, -0.8985], [-0.9504, 0.5140, 0.0625], [-1.8991, -0.3874, -0.7066], [-1.6660, 1.8730, -1.4408], [-1.3761, -1.1303, -1.2281], [-2.7496, -0.7722, -0.3084]], "forces_ev_per_a": [[2.86, 1.89, 2.43], [-2.74, -2.00, -1.38], [-0.23, -0.60, -2.16], [-0.17, 0.86, 2.24], [0.10, 0.69, -2.11], [0.92, -1.38, 1.52], [0.05, 0.35, -0.81], [0.90, -1.75, 1.65], [-1.68, 0.96, -0.11], [1.93, 0.54, -0.71], [-0.15, 1.76, -1.01], [0.79, -0.85, -1.19], [-2.59, -0.48, 1.64]], "lowdin_charge": [0.00, 0.09, -0.18, -0.02, -0.01, 0.03, 0.06, -0.12, 0.09, -0.13, 0.09, 0.06, 0.04]}



No. 3
{"formula": "C3H6N4", "method": "ωB97M-V/def2-TZVPD", "e_tot_ev": -9165.652, "smiles": "[H]/N=C\\N(/C=N\\[H])/C=N\\[H]", "elements": ["H", "N", "C", "N", "C", "N", "H", "C", "N", "H", "H", "H", "H"], "positions_angstrom": [[-0.3619, -1.1313, -1.8267], [-1.4301, -0.9147, -1.5430], [-1.3897, -0.3409, -0.4877], [-0.2003, -0.0196, 0.3516], [1.0470, -0.2087, -0.2696], [1.6022, -1.2827, -0.7602], [0.9867, -2.2566, -0.7553], [-0.4018, 1.1483, 1.1934], [0.6675, 1.7090, 1.5429], [1.5608, 1.1386, 1.3868], [-2.3596, -0.0820, 0.0085], [1.6176, 0.6958, -0.0407], [-1.4519, 1.5992, 1.4723]], "forces_ev_per_a": [[-3.04, 0.42, 0.22], [3.36, -2.52, -4.53], [-0.32, 1.73, 5.22], [-3.79, -0.47, -1.35], [0.88, -1.91, 0.88], [-2.60, -0.63, 0.48], [1.55, 3.48, 0.27], [1.24, -0.31, -1.00], [1.04, 0.50, 1.98], [-1.96, 1.34, 0.47], [0.97, 0.16, -0.13], [0.60, -0.50, -1.50], [2.06, -1.30, -1.00]], "lowdin_charge": [0.09, 0.10, -0.30, -0.07, -0.29, 0.07, 0.13, -0.24, 0.06, 0.07, 0.12, 0.09, 0.16]}



No. 4
{"formula": "C3H6N4", "method": "ωB97M-V/def2-TZVPD", "spin_multiplicity": 3, "e_tot_ev": -9160.883, "elements": ["C", "C", "C", "N", "N", "N", "N", "H", "H", "H", "H", "H", "H"], "positions_angstrom": [[0.3264, -0.6924, 0.2440], [-0.6977, -1.0937, 1.1787], [-0.6185, 1.2300, -0.9286], [1.6812, 0.5827, -1.1543], [2.2029, -1.0249, 0.2758], [2.4650, -0.1681, -0.5290], [0.3854, 0.3026, -0.5657], [-0.7626, -2.1250, 1.5163], [-0.6732, -0.5713, 2.1289], [-1.5995, -0.7655, 0.7968], [-0.7549, 1.2699, -2.0751], [-1.5651, 0.8559, -0.3985], [-0.3894, 2.1998, -0.4892]], "forces_ev_per_a": [[2.32, -5.39, 1.28], [1.36, 0.14, 1.58], [-1.97, -0.24, -0.22], [-3.07, 0.05, 0.26], [-3.42, -0.14, 1.54], [4.98, -0.20, -0.79], [0.45, 4.02, -2.96], [0.28, -0.31, -0.70], [0.31, 0.63, 0.72], [-2.26, 0.26, -1.00], [0.08, 0.08, 1.87], [1.06, 0.76, -1.19], [-0.14, 0.34, -0.40]], "lowdin_charge": [-0.20, -0.09, -0.06, 0.14, 0.15, -0.20, -0.23, 0.08, 0.08, 0.04, 0.11, 0.10, 0.08]}



No. 5
{"formula": "C3H6N4", "method": "ωB97M-V/def2-TZVPD", "spin_multiplicity": 3, "e_tot_ev": -9161.604, "elements": ["C", "C", "C", "N", "N", "N", "N", "H", "H", "H", "H", "H", "H"], "positions_angstrom": [[1.5819, -1.0628, 0.0922], [0.4120, 0.7467, 0.2133], [-0.9182, -1.2317, -0.1015], [2.3714, -0.0006, -0.0002], [1.6520, 1.1309, 0.1095], [0.3058, -0.6197, 0.1933], [-1.4230, 2.0693, 0.1841], [1.8475, -2.0264, 0.1726], [-1.6303, -0.4811, -0.1781], [-0.6242, -1.5200, -1.0926], [-1.2213, -2.1010, 0.4381], [-0.9766, 2.7039, 0.8259], [-1.3768, 2.3924, -0.8567]], "forces_ev_per_a": [[-0.80, 4.63, -0.35], [2.24, -1.90, 0.07], [0.80, -1.59, -1.81], [1.40, -1.94, 0.37], [-1.52, 0.68, 0.04], [1.02, 2.15, 2.08], [-0.93, 0.45, -2.75], [1.08, -3.19, -0.09], [-1.56, 1.07, 0.16], [-1.34, -0.96, -1.06], [-0.01, -0.32, 0.83], [-0.06, 0.93, -0.10], [-0.30, -0.01, 2.61]], "lowdin_charge": [-0.14, -0.14, -0.04, -0.01, -0.01, -0.14, 0.10, 0.09, 0.05, 0.10, 0.09, -0.01, 0.06]}



No. 6
{"formula": "C3H6N4O", "method": "ωB97M-V/def2-TZVPD", "e_tot_ev": -11208.848, "elements": ["C", "C", "C", "N", "N", "N", "N", "O", "H", "H", "H", "H", "H", "H"], "positions_angstrom": [[0.4792, 0.3285, -0.1278], [0.4647, 1.7869, 0.2499], [-1.7266, -0.5641, 0.4096], [0.0135, -1.8550, -0.5704], [1.2588, -1.9427, -0.8691], [-0.4005, -0.6255, -0.1177], [1.9528, -0.8903, -0.8283], [3.0905, -0.5873, -0.8909], [1.0820, 2.1197, -0.6302], [-0.6411, 1.9309, 0.3993], [1.0101, 1.9000, 1.1663], [-2.2683, -1.4451, 0.5438], [-1.8615, -0.2516, 1.4013], [-2.4536, 0.0956, -0.1358]], "forces_ev_per_a": [[1.98, -2.90, -0.38], [-0.51, -2.64, -1.51], [-2.32, 1.67, -0.96], [-1.95, -1.51, 0.24], [0.77, 0.38, -0.22], [2.23, 1.08, -0.06], [-5.21, 2.64, 1.86], [2.44, 0.19, -0.43], [-1.20, 1.11, 0.94], [1.19, 1.20, -0.54], [0.28, 0.31, 0.45], [0.00, -2.30, -0.92], [1.15, 1.18, 1.65], [1.13, -0.42, -0.14]], "lowdin_charge": [-0.04, -0.03, -0.04, -0.03, 0.01, -0.18, -0.22, 0.00, 0.11, 0.09, 0.07, 0.07, 0.08, 0.12]}



No. 7
{"formula": "C3H6N4O", "method": "ωB97M-V/def2-TZVPD", "e_tot_ev": -11213.305, "smiles": "[H]/N=c1\\c(O)c[nH]n1N", "elements": ["H", "N", "C", "C", "O", "C", "N", "N", "N", "H", "H", "H", "H", "H"], "positions_angstrom": [[-0.6347, 2.3852, -0.1139], [0.3188, 1.9998, -0.0865], [0.0995, 0.7091, -0.1435], [-1.1707, -0.0826, 0.0150], [-2.4206, 0.4622, 0.1495], [-0.8327, -1.4083, -0.0128], [0.5685, -1.4836, -0.0050], [1.0741, -0.2049, -0.3189], [2.3233, 0.0238, 0.2505], [-3.1184, -0.2386, 0.1053], [-1.3993, -2.3638, 0.1920], [0.8743, -2.2188, -0.5556], [2.7690, 0.8843, -0.1362], [2.3035, 0.1990, 1.2793]], "forces_ev_per_a": [[0.51, 0.36, 0.37], [-1.09, -1.94, -0.32], [-2.40, 2.39, 0.32], [-0.08, -1.54, -0.78], [-0.19, -0.34, -0.10], [-0.09, 1.05, 1.16], [-1.00, 0.54, 1.37], [0.96, -1.12, 0.40], [1.83, 0.87, 0.55], [1.11, 0.83, 0.07], [0.59, 1.47, -0.51], [1.42, -1.24, -1.55], [-0.93, -1.08, -0.04], [-0.65, -0.25, -0.93]], "lowdin_charge": [0.04, 0.11, -0.38, -0.25, 0.03, -0.03, 0.02, -0.17, 0.05, 0.13, 0.14, 0.10, 0.10, 0.10]}



No. 8
{"formula": "C3H6N4O", "method": "ωB97M-V/def2-TZVPD", "e_tot_ev": -11208.289, "elements": ["C", "C", "C", "H", "H", "H", "H", "H", "H", "N", "N", "N", "N", "O"], "positions_angstrom": [[-0.3443, 1.5823, 0.1809], [1.0571, 1.5257, 0.0924], [1.1986, 0.1086, -0.0265], [-0.9562, -2.3932, -0.0769], [-0.4076, -1.6469, 1.4834], [-2.7670, 0.2657, 0.3415], [-0.8504, 2.3982, 0.4914], [1.7922, 2.2967, 0.1458], [1.9689, -1.7360, -0.2349], [-0.2718, -1.7701, 0.4257], [-0.1203, -0.4461, -0.1603], [-1.0118, 0.2865, 0.3075], [2.2661, -0.6614, -0.3529], [-2.0354, -0.0433, -0.6463]], "forces_ev_per_a": [[3.19, -0.55, 0.44], [-4.84, -1.11, 0.06], [4.18, -4.95, -3.20], [0.88, 1.55, 0.93], [-0.19, -0.48, -2.27], [1.82, -1.63, -5.09], [-1.93, 2.60, 0.37], [0.15, 0.19, 0.02], [0.39, 3.04, -0.69], [0.62, -0.37, 0.54], [6.55, -7.77, 0.28], [-2.02, 5.97, 0.63], [-3.24, 0.32, 2.58], [-5.55, 3.19, 5.41]], "lowdin_charge": [0.02, 0.05, -0.38, 0.10, 0.12, 0.28, 0.07, 0.11, 0.08, 0.06, -0.23, -0.27, 0.09, -0.08]}



No. 9
{"formula": "C3H6N4O", "method": "ωB97M-V/def2-TZVPD", "e_tot_ev": -11209.771, "smiles": "[H]/N=c1/[nH]c(N)cn1O", "elements": ["H", "N", "C", "N", "C", "N", "C", "N", "O", "H", "H", "H", "H", "H"], "positions_angstrom": [[2.1660, 1.5379, -1.5835], [1.5791, 1.9011, -0.8715], [0.6669, 1.0426, -0.6859], [-0.4183, 1.1683, 0.2039], [-1.0056, -0.1317, 0.4666], [-2.1305, -0.4103, 0.9479], [-0.1040, -1.0129, 0.2550], [0.7804, -0.3963, -0.6345], [2.0987, -0.8666, -0.9342], [-1.0673, 2.0875, -0.2053], [-2.4302, -0.4644, 2.0734], [-2.5498, -1.5408, 0.5923], [0.1172, -2.1393, 0.2899], [2.2974, -0.7751, 0.0861]], "forces_ev_per_a": [[1.32, -0.35, -0.51], [-1.36, 0.88, -0.97], [0.11, -3.38, 4.06], [-3.99, 4.47, -2.83], [4.47, 3.07, 0.30], [-11.45, -5.80, 5.03], [4.88, -4.23, -3.02], [1.72, 1.86, -3.66], [-1.17, 0.33, 4.65], [1.99, -3.73, 2.04], [1.63, 0.85, -3.79], [1.80, 4.80, 1.28], [-1.33, 1.88, 0.37], [1.39, -0.64, -2.96]], "lowdin_charge": [0.02, 0.12, -0.46, 0.12, -0.57, 0.03, -0.06, -0.15, -0.02, 0.24, 0.17, 0.22, 0.17, 0.16]}



No. 10
{"formula": "C3H6N4O", "method": "ωB97M-V/def2-TZVPD", "e_tot_ev": -11208.177, "elements": ["C", "C", "C", "N", "N", "N", "N", "O", "H", "H", "H", "H", "H", "H"], "positions_angstrom": [[0.8811, 0.8010, 0.6440], [-0.3768, 1.3847, 0.9902], [-0.0135, -2.6201, -1.7587], [-0.7570, -0.1752, -0.5207], [1.4184, -1.0193, -0.6392], [0.5635, -0.2095, -0.2448], [-0.5878, 2.5272, 1.7315], [-1.3144, 0.7360, 0.2923], [1.8775, 1.0457, 0.6879], [-0.8127, -2.5221, -1.0512], [-0.2542, -1.8375, -2.5597], [0.6221, -3.4386, -2.0920], [0.2039, 2.8498, 2.2299], [-1.4500, 2.4778, 2.2905]], "forces_ev_per_a": [[-4.38, 1.29, 0.63], [4.17, -1.00, -1.45], [1.24, 4.42, -1.05], [0.99, -2.45, -1.36], [-1.03, -2.94, -2.12], [-1.56, 0.34, 0.33], [-2.40, -1.14, -0.40], [-0.61, 2.57, 2.17], [1.82, 0.72, 0.80], [0.08, -0.92, 0.62], [0.60, -1.43, 0.93], [-0.25, 0.14, 0.75], [0.65, 0.09, 0.47], [0.69, 0.31, -0.33]], "lowdin_charge": [0.01, -0.33, 0.12, 0.03, 0.11, -0.39, 0.14, 0.00, 0.08, -0.02, 0.03, 0.01, 0.09, 0.12]}



Copy entry 7 word for word.
{"formula": "C3H6N4O", "method": "ωB97M-V/def2-TZVPD", "e_tot_ev": -11213.305, "smiles": "[H]/N=c1\\c(O)c[nH]n1N", "elements": ["H", "N", "C", "C", "O", "C", "N", "N", "N", "H", "H", "H", "H", "H"], "positions_angstrom": [[-0.6347, 2.3852, -0.1139], [0.3188, 1.9998, -0.0865], [0.0995, 0.7091, -0.1435], [-1.1707, -0.0826, 0.0150], [-2.4206, 0.4622, 0.1495], [-0.8327, -1.4083, -0.0128], [0.5685, -1.4836, -0.0050], [1.0741, -0.2049, -0.3189], [2.3233, 0.0238, 0.2505], [-3.1184, -0.2386, 0.1053], [-1.3993, -2.3638, 0.1920], [0.8743, -2.2188, -0.5556], [2.7690, 0.8843, -0.1362], [2.3035, 0.1990, 1.2793]], "forces_ev_per_a": [[0.51, 0.36, 0.37], [-1.09, -1.94, -0.32], [-2.40, 2.39, 0.32], [-0.08, -1.54, -0.78], [-0.19, -0.34, -0.10], [-0.09, 1.05, 1.16], [-1.00, 0.54, 1.37], [0.96, -1.12, 0.40], [1.83, 0.87, 0.55], [1.11, 0.83, 0.07], [0.59, 1.47, -0.51], [1.42, -1.24, -1.55], [-0.93, -1.08, -0.04], [-0.65, -0.25, -0.93]], "lowdin_charge": [0.04, 0.11, -0.38, -0.25, 0.03, -0.03, 0.02, -0.17, 0.05, 0.13, 0.14, 0.10, 0.10, 0.10]}



Repeat the first record exactly.
{"formula": "C3H6N4", "method": "ωB97M-V/def2-TZVPD", "e_tot_ev": -9166.654, "smiles": "NCc1cnn[nH]1", "elements": ["N", "C", "C", "C", "N", "N", "N", "H", "H", "H", "H", "H", "H"], "positions_angstrom": [[-0.4771, -1.9002, 0.0258], [0.4489, -0.8815, -0.4095], [0.0450, 0.4644, -0.0029], [-1.0763, 0.8903, 0.7798], [-1.0851, 2.2981, 0.6409], [-0.0535, 2.7006, -0.0920], [0.6976, 1.6462, -0.2887], [-0.2034, -2.7111, -0.5150], [-0.1723, -2.1501, 0.9958], [0.4842, -1.0002, -1.5008], [1.5323, -1.1820, -0.0246], [-1.7139, 0.0916, 1.1737], [1.5736, 1.7340, -0.7826]], "forces_ev_per_a": [[0.41, -0.72, 1.67], [2.82, -1.22, -0.08], [-1.10, 2.18, 2.37], [3.09, 0.36, -3.20], [-0.20, -0.95, -0.32], [-1.36, -0.25, 2.75], [-0.26, -2.36, -1.54], [-0.41, -0.31, 0.03], [-0.80, 0.17, -0.95], [0.17, 0.57, 0.10], [-1.70, 1.04, -0.82], [-0.43, 1.36, 0.17], [-0.22, 0.12, -0.18]], "lowdin_charge": [-0.02, -0.29, -0.26, -0.06, -0.02, -0.04, 0.00, 0.07, 0.10, 0.12, 0.15, 0.09, 0.15]}